[1]
77
Properties=species:S:1:pos:R:3 method="wB97M-V/def2-TZVPD" total_energy_ev=-58615.3773 lumo_ev="-0.466 / -0.386" homo_ha="-0.1839 / -0.1983" total_charge=0 multiplicity=1 gap_ev="4.54 / 5.01" fmax_ha_per_bohr=0.050
Be 0.02 -2.99 1.25
Cl 2.59 -4.29 -4.99
C 1.84 -3.69 -3.60
C 0.73 -2.85 -3.67
C 0.07 -2.48 -2.51
C 0.47 -2.86 -1.21
O -0.33 -2.60 -0.21
C 1.71 -3.62 -1.10
C 2.26 -3.86 0.19
N 1.66 -3.42 1.31
C 2.36 -3.03 2.43
C 3.57 -3.45 2.99
C 3.92 -3.02 4.29
C 3.13 -2.14 4.98
C 1.88 -1.65 4.49
C 0.99 -0.78 5.12
C -0.23 -0.45 4.52
C -0.56 -1.08 3.33
N 0.26 -1.96 2.69
C 1.53 -2.15 3.23
C 2.30 -4.07 -2.33
H 0.24 -2.67 -4.63
H -0.88 -1.97 -2.51
H 3.18 -4.45 0.29
H 4.13 -4.21 2.39
H 4.82 -3.48 4.74
H 3.52 -1.77 5.96
H 1.30 -0.40 6.08
H -0.83 0.35 4.92
H -1.54 -1.04 2.92
H 3.23 -4.65 -2.27
C -1.23 -4.84 3.03
O -1.08 -4.11 1.71
H -1.95 -5.67 2.90
H -1.58 -4.09 3.78
H -0.20 -5.13 3.32
H -1.73 -4.44 1.03
C 1.71 1.81 -0.86
C 0.67 2.81 -0.38
C 0.54 2.64 1.14
C 1.11 4.27 -0.69
Si -0.97 2.43 -1.38
C -0.95 2.64 -3.29
C 0.42 2.59 -3.94
C -1.81 1.48 -3.87
C -1.63 4.02 -3.52
C -2.69 2.50 -0.47
C -2.73 1.42 0.62
C -2.67 3.97 0.14
C -3.89 2.32 -1.38
H 2.55 1.97 -0.19
H 2.12 1.97 -1.87
H 1.39 0.73 -0.80
H 1.53 2.91 1.58
H 0.36 1.58 1.42
H -0.14 3.34 1.62
H 1.98 4.51 -0.04
H 0.36 5.05 -0.46
H 1.42 4.40 -1.73
H 0.97 1.64 -3.73
H 1.05 3.42 -3.61
H 0.23 2.71 -5.05
H -1.55 0.51 -3.40
H -1.51 1.44 -4.94
H -2.90 1.66 -3.85
H -0.89 4.83 -3.30
H -2.56 4.13 -2.92
H -1.91 4.11 -4.57
H -2.35 1.83 1.59
H -2.19 0.49 0.36
H -3.78 1.08 0.76
H -1.89 4.15 0.88
H -3.62 4.05 0.73
H -2.66 4.77 -0.64
H -3.85 1.37 -2.00
H -3.99 3.21 -2.06
H -4.81 2.30 -0.75

[2]
88
Properties=species:S:1:pos:R:3 method="wB97M-V/def2-TZVPD" total_energy_ev=-148018.3546 relative_energy_kcal_mol=14.7 lumo_ev=0.203 homo_ha=-0.2760 total_charge=0 multiplicity=1 gap_ev=7.71 fmax_ha_per_bohr=0.047
Sc -0.62 0.71 1.12
N 0.50 -0.37 2.76
C -0.01 0.01 4.11
C 0.20 1.50 4.48
C -0.71 2.48 3.68
O -1.07 3.55 4.16
O -1.12 2.05 2.52
H 0.29 -1.37 2.62
H 1.50 -0.19 2.76
H 0.47 -0.56 4.89
H -1.09 -0.29 4.22
H 1.26 1.79 4.38
H -0.02 1.66 5.54
Cl -7.50 -2.11 1.37
C -5.82 -1.75 1.40
C -5.30 -0.66 0.69
Cl -6.34 0.36 -0.24
C -3.94 -0.37 0.74
Cl -3.18 0.93 -0.11
C -3.06 -1.15 1.53
O -1.77 -0.89 1.55
C -3.55 -2.31 2.18
Cl -2.42 -3.32 2.97
C -4.95 -2.52 2.18
Cl -5.48 -3.82 3.13
C -1.66 -3.00 -0.96
N -1.45 -2.27 -2.21
C -1.79 -2.92 -3.44
C -1.66 -1.77 -4.45
N -0.88 -0.75 -3.72
C -0.57 0.50 -4.36
C -0.85 -1.04 -2.35
N -0.35 -0.38 -1.34
C 0.94 0.36 -1.47
C 0.70 1.87 -1.59
N -0.33 2.44 -0.68
C -0.58 3.70 -0.96
N -1.54 4.43 -0.30
C -2.43 3.97 0.76
C -1.67 5.78 -0.77
C -0.66 5.86 -1.89
N -0.06 4.54 -1.92
C 0.91 4.30 -2.97
H -1.55 -2.28 -0.15
H -0.98 -3.87 -0.87
H -2.66 -3.44 -1.03
H -2.83 -3.30 -3.42
H -1.14 -3.80 -3.63
H -2.72 -1.41 -4.68
H -1.13 -2.03 -5.38
H -0.51 0.28 -5.46
H 0.39 0.93 -4.03
H -1.35 1.28 -4.22
H 1.52 -0.01 -2.35
H 1.54 0.17 -0.60
H 0.31 2.06 -2.62
H 1.67 2.34 -1.42
H -2.05 3.15 1.37
H -3.38 3.62 0.33
H -2.55 4.81 1.45
H -1.58 6.51 0.05
H -2.76 5.95 -1.13
H 0.10 6.65 -1.79
H -1.17 6.03 -2.87
H 0.91 5.24 -3.53
H 0.57 3.48 -3.64
H 1.93 4.09 -2.64
I 2.75 1.64 1.34
C 1.95 -4.11 1.25
P 2.66 -2.77 0.17
C 3.39 -3.87 -1.11
C 4.12 -2.34 1.11
C 4.31 -2.66 2.47
C 5.52 -2.33 3.05
C 6.51 -1.61 2.36
C 6.31 -1.28 1.02
C 5.12 -1.59 0.37
H 1.57 -3.65 2.19
H 2.70 -4.88 1.49
H 1.06 -4.56 0.75
H 3.84 -4.79 -0.62
H 4.21 -3.42 -1.65
H 2.59 -4.20 -1.81
H 3.53 -3.15 3.04
H 5.72 -2.58 4.08
H 7.36 -1.28 2.93
H 7.05 -0.77 0.46
H 4.83 -1.23 -0.63

[3]
86
Properties=species:S:1:pos:R:3 method="wB97M-V/def2-TZVPD" total_energy_ev=-170955.3709 relative_energy_kcal_mol=27.7 lumo_ev="-5.509 / -5.029" homo_ha="-0.3667 / -0.3667" total_charge=+1 multiplicity=2 gap_ev="4.47 / 4.95" fmax_ha_per_bohr=0.034
W 0.40 -0.41 -0.41
S 2.27 0.12 -2.09
C 3.10 -0.63 -0.77
N 2.33 -1.11 0.21
C 3.03 -2.00 1.03
C 2.53 -2.67 2.14
C 3.39 -3.51 2.83
C 4.71 -3.67 2.44
C 5.21 -3.01 1.33
C 4.35 -2.19 0.61
S 4.69 -1.28 -0.85
H 1.50 -2.54 2.45
H 3.02 -4.05 3.70
H 5.36 -4.32 3.00
H 6.24 -3.15 1.02
C 0.32 -0.10 3.02
Si -0.07 1.59 2.29
C -1.91 1.91 2.18
C 0.71 2.81 3.47
Ge 1.10 1.93 0.11
Si 3.34 2.70 0.63
C 4.10 1.55 1.90
C 4.38 2.80 -0.92
C 3.15 4.43 1.33
Si -0.18 3.55 -1.15
C -0.39 5.04 -0.04
C 0.81 3.92 -2.69
C -1.86 2.82 -1.58
H -0.08 -0.15 4.03
H 1.41 -0.23 3.09
H -0.10 -0.95 2.48
H -2.31 1.86 3.20
H -2.45 1.18 1.58
H -2.12 2.90 1.79
H 0.23 2.61 4.44
H 0.52 3.85 3.22
H 1.78 2.66 3.58
H 3.86 0.50 1.74
H 3.79 1.81 2.91
H 5.19 1.64 1.86
H 4.32 1.92 -1.56
H 5.42 2.94 -0.63
H 4.09 3.66 -1.53
H 2.35 4.52 2.06
H 2.97 5.16 0.53
H 4.09 4.71 1.82
H 0.55 5.41 0.36
H -1.06 4.83 0.79
H -0.84 5.85 -0.63
H 1.76 4.40 -2.46
H 0.24 4.58 -3.34
H 1.03 3.00 -3.24
H -2.31 2.29 -0.75
H -1.78 2.14 -2.43
H -2.54 3.63 -1.86
N 0.73 -2.39 -1.45
C -0.52 -3.16 -1.59
C -1.11 -3.65 -0.44
C -2.36 -4.24 -0.52
C -3.00 -4.33 -1.74
C -2.37 -3.91 -2.90
C -1.12 -3.31 -2.83
S -4.72 -4.89 -1.81
O -4.76 -5.72 -2.99
O -4.92 -5.54 -0.54
O -5.40 -3.61 -1.95
H 1.11 -2.19 -2.38
H 1.39 -2.97 -0.95
H -0.60 -3.55 0.52
H -2.86 -4.62 0.36
H -2.87 -4.04 -3.85
H -0.63 -2.94 -3.73
Cl -7.71 -1.36 -1.92
C -6.06 -1.10 -1.59
C -5.60 -1.23 -0.28
C -4.27 -1.05 -0.02
C -3.39 -0.72 -1.07
C -3.87 -0.58 -2.39
C -5.21 -0.75 -2.64
C -2.01 -0.59 -0.82
O -1.11 -0.37 -1.75
O -1.46 -0.66 0.36
H -6.29 -1.52 0.50
H -3.88 -1.18 0.98
H -3.18 -0.35 -3.19
H -5.61 -0.68 -3.64

Look up the multiplicity of the third one.
2